P) 12
Properties=species:S:1:pos:R:3 method="wB97M-V/def2-TZVPD" homo_lumo_gap_ev=8.988 spin_multiplicity=1
C -1.01481 1.50235 -0.84084
C 0.45867 -0.52177 1.60013
C 1.02038 -1.67261 0.95770
H -0.97421 1.03152 -2.60578
H -1.37730 2.16798 -0.11996
H 0.24835 -0.29350 -0.73247
H 0.45273 -0.54369 2.70606
H 1.31116 -2.57133 1.54797
N -1.26945 1.75088 -2.06750
N -0.36316 0.39522 -0.26420
N -0.15766 0.42012 1.01314
O 1.26070 -1.70031 -0.23348



Q) 12
Properties=species:S:1:pos:R:3 method="wB97M-V/def2-TZVPD" homo_lumo_gap_ev=8.672 spin_multiplicity=1
N 2.03582 0.12540 -0.03522
C 1.21741 1.02760 0.31240
C -0.02859 1.37895 -0.12746
N -1.15546 0.66365 0.04340
C -1.22861 -0.77151 0.13592
O -2.30978 -1.23171 0.48031
N -0.07624 -1.39930 -0.22476
H 1.11894 -0.86283 -0.45244
H 2.87283 -0.02443 0.52442
H -0.13802 2.37603 -0.53938
H -2.05682 1.11648 -0.02639
H -0.25149 -2.39831 -0.09079



The structure with the greatest stability is P).



P) 12
Properties=species:S:1:pos:R:3 method="wB97M-V/def2-TZVPD" homo_lumo_gap_ev=8.950 spin_multiplicity=1
N -1.98631 0.02017 0.11051
C 0.01380 -0.79128 0.56473
C 0.10274 0.49097 -0.14128
N 1.29832 1.21927 -0.27389
C -0.91826 -0.62372 -0.58963
O 1.17075 -1.48410 0.82546
N -0.90726 0.58408 0.93977
H 1.92160 -0.86730 0.74339
H -2.58611 -0.59422 0.66196
H 1.75171 1.07384 -1.17043
H 1.09486 2.21369 -0.20032
H -0.95585 -1.24140 -1.47027



Q) 12
Properties=species:S:1:pos:R:3 method="wB97M-V/def2-TZVPD" homo_lumo_gap_ev=10.076 spin_multiplicity=1 smiles="[H]/N=C1/NCC=NO1"
C 1.19181 -0.26073 -0.06122
C -0.95018 0.80660 0.17820
C -1.50415 -0.57119 -0.07100
H 2.83613 -1.12459 0.07859
H 0.88753 1.69763 -0.35502
H -1.52962 1.58866 -0.33365
H -1.00050 1.07478 1.25427
H -2.54786 -0.73242 -0.21935
N 2.45466 -0.17425 0.01791
N 0.39068 0.80751 -0.36320
N -0.80169 -1.62072 -0.18298
O 0.57319 -1.49129 0.05745



The structure with the greatest stability is Q).



P) 10
Properties=species:S:1:pos:R:3 method="wB97M-V/def2-TZVPD" homo_lumo_gap_ev=8.823 spin_multiplicity=1
O -1.09865 -0.46557 1.72561
C -1.65917 0.02357 0.58263
N -1.27235 0.86403 -0.29294
C 1.62850 -0.38982 -0.96634
N 1.19521 -0.69623 0.19512
O 1.46008 0.52491 -1.70927
H -2.71367 -0.21799 0.39591
H -0.32732 1.24496 -0.24770
H -0.12671 -0.58629 1.52571
H 1.75810 0.04751 0.69323



Q) 10
Properties=species:S:1:pos:R:3 method="wB97M-V/def2-TZVPD" homo_lumo_gap_ev="8.952 / 8.282" spin_multiplicity=1
C 0.21707 -0.48635 -0.34631
C 1.24343 0.57896 -0.15260
N -2.69962 -0.36946 0.17353
N -2.14685 0.50980 -0.36242
O 0.18451 -1.68953 -0.26545
O 2.56255 -0.01685 0.13667
H 0.79014 1.20972 0.70286
H 1.26827 1.15393 -1.05845
H -3.64788 -0.19500 0.48907
H 2.22837 -0.69522 0.68311



R) 10
Properties=species:S:1:pos:R:3 method="wB97M-V/def2-TZVPD" homo_lumo_gap_ev=11.086 spin_multiplicity=1
N 1.92457 -0.00807 -0.07224
C 0.69434 -0.32150 0.40653
O 0.49351 -0.92789 1.44255
N -0.34244 0.12808 -0.43146
C -1.61553 -0.03827 -0.15222
O -2.29705 0.53366 -1.05791
H 2.72198 -0.23450 0.49868
H 2.03288 0.58712 -0.87493
H -1.03928 0.74746 -1.40131
H -2.02606 -0.56857 0.70414



The structure with the greatest stability is R).



P) 10
Properties=species:S:1:pos:R:3 method="wB97M-V/def2-TZVPD" homo_lumo_gap_ev=10.775 spin_multiplicity=1 smiles="C=NC(=O)ON"
C 0.89663 -0.10482 0.36832
N -0.72742 -1.71751 -0.20770
C 0.10653 1.86124 -0.24320
O -0.26256 -0.73688 0.78490
N 0.81754 1.23795 0.63417
O 1.82512 -0.64608 -0.21375
H -1.73658 -1.60458 -0.11762
H -0.48464 -2.59492 0.25159
H -0.38394 1.35826 -1.09860
H -0.05068 2.94734 -0.15811



Q) 10
Properties=species:S:1:pos:R:3 method="wB97M-V/def2-TZVPD" homo_lumo_gap_ev=10.797 spin_multiplicity=1
N 1.83245 0.29676 -0.12793
C 0.70670 -0.44241 0.10850
O 0.62157 -1.64251 -0.09352
N -0.30632 0.33743 0.69764
C -1.52796 0.34750 0.36585
O -2.13737 -0.14639 -0.71568
H 2.70953 -0.19325 -0.21112
H 1.85759 1.24204 0.21830
H -1.50890 -0.64080 -1.26198
H -2.24729 0.84162 1.01993



R) 10
Properties=species:S:1:pos:R:3 method="wB97M-V/def2-TZVPD" homo_lumo_gap_ev="8.972 / 9.011" spin_multiplicity=1
C 0.37262 -0.16989 -0.04396
C 1.88527 -0.18489 0.05183
N -0.45525 -1.05060 0.23187
N -2.61035 0.28337 -0.10319
O -3.58879 -0.31663 0.09916
O -2.16293 1.32085 0.07137
H -0.06103 0.71827 -0.55998
H 2.47396 0.52722 -0.76173
H 2.05775 -1.20729 -0.13340
H 2.08874 0.07960 1.14803



S) 10
Properties=species:S:1:pos:R:3 method="wB97M-V/def2-TZVPD" homo_lumo_gap_ev=10.457 spin_multiplicity=1
C 1.33538 -0.64895 -0.29180
C -0.05795 -0.71486 -0.61218
N 0.57411 -1.52343 -1.28092
N -1.30717 -0.38816 -0.10020
O -1.40918 0.82697 -0.31680
O -2.11731 -1.01620 0.47086
H 2.05564 0.04299 -0.70810
H 1.79687 -1.30671 0.47305
H -0.44993 1.96156 1.03424
H -0.42046 2.76679 1.33186



The structure with the greatest stability is Q).



P) 10
Properties=species:S:1:pos:R:3 method="wB97M-V/def2-TZVPD" homo_lumo_gap_ev=8.367 spin_multiplicity=1 smiles="O=[NH+][O-].C=C=N"
C -0.99468 0.16092 0.68728
C -1.83010 -0.43750 -0.13734
N -0.07521 0.32510 1.46385
N 1.68099 0.02857 -0.66686
O 0.59233 0.17104 -1.11955
O 2.27756 0.71580 0.16828
H -1.25707 -0.77072 -1.00611
H -2.91038 -0.59563 -0.04134
H 0.43311 1.22296 1.65719
H 2.08344 -0.82055 -1.00542



Q) 10
Properties=species:S:1:pos:R:3 method="wB97M-V/def2-TZVPD" homo_lumo_gap_ev=9.167 spin_multiplicity=1 smiles="NN(C=O)C=O"
C -0.63424 -0.60786 -1.03043
C -0.49983 1.13200 0.77081
H 1.59613 -1.11937 -0.51138
H 1.44609 -0.01367 1.20493
H -1.86914 -0.69144 -1.04571
H -1.56380 1.02646 0.76000
N 1.26609 -0.24064 0.16289
N -0.09358 0.06735 0.01592
O 0.02840 -1.43930 -1.72611
O 0.32388 1.88645 1.39908



The structure with the greatest stability is Q).



P) 12
Properties=species:S:1:pos:R:3 method="wB97M-V/def2-TZVPD" homo_lumo_gap_ev=9.160 spin_multiplicity=1 smiles="C=C1C=COC1"
C -1.80639 -0.34193 -0.36231
C -0.50034 -0.11982 -0.21407
C 0.06672 1.07384 0.51535
O 1.40197 0.70200 0.89648
C 1.69744 -0.40588 0.17108
C 0.68786 -0.90958 -0.55314
H -2.20786 -1.15203 -0.95946
H -0.51032 1.36367 1.39538
H -2.52132 0.28973 0.15770
H 0.14663 1.93445 -0.16289
H 2.71132 -0.76803 0.29793
H 0.72301 -1.81647 -1.14102



Q) 12
Properties=species:S:1:pos:R:3 method="wB97M-V/def2-TZVPD" homo_lumo_gap_ev=9.845 spin_multiplicity=1 smiles="O=CCC1C=C1"
C -0.57935 0.74219 0.64801
C 0.37994 -0.43814 0.76508
C 0.55925 -1.34536 -0.40421
O -1.06774 -0.04747 -1.56532
C -1.01960 0.88374 -0.79509
C 1.54654 -0.54886 -0.16800
H -0.14927 1.67690 1.03655
H -1.50595 0.57917 1.22354
H 0.44308 -0.90229 1.75318
H 0.11437 -2.17285 -0.92101
H -1.33254 1.87467 -1.16165
H 2.57341 -0.31229 -0.36610



The structure with the greatest stability is P).